The following is a quantum chemistry calculation of a molecular structure, C20H14BrIrN3O4Te, from the Open Molecules 2025 dataset.

Element x y z (Å)
Ir: 0.798 0.824 -1.220
O: -3.917 0.890 -1.263
C: -4.104 1.428 -0.045
C: -5.423 1.548 0.397
C: -5.696 2.085 1.637
C: -4.663 2.516 2.469
C: -3.361 2.403 2.037
C: -3.054 1.866 0.781
C: -1.646 1.757 0.350
O: -1.392 1.229 -0.787
N: -0.714 2.225 1.175
N: 0.510 2.027 0.654
C: 1.540 2.441 1.294
C: 2.850 2.209 0.697
C: 4.030 2.624 1.303
C: 5.232 2.363 0.671
C: 5.228 1.697 -0.547
C: 4.012 1.320 -1.088
N: 2.857 1.573 -0.482
H: -2.950 0.858 -1.421
H: -6.213 1.208 -0.259
H: -6.724 2.170 1.964
H: -4.882 2.932 3.443
H: -2.540 2.730 2.659
H: 1.434 2.950 2.246
H: 3.992 3.139 2.253
H: 6.165 2.672 1.124
H: 6.146 1.469 -1.068
H: 3.949 0.788 -2.029
Te: 0.793 2.171 -3.362
Br: 3.002 -6.513 -0.120
C: 1.520 -5.426 -0.584
C: 0.276 -6.013 -0.759
C: -0.806 -5.215 -1.103
C: -0.644 -3.849 -1.274
C: 0.609 -3.279 -1.090
C: 1.701 -4.065 -0.739
C: 0.793 -1.811 -1.257
O: 1.853 -1.251 -0.868
O: -0.131 -1.123 -1.786
H: 0.158 -7.079 -0.628
H: -1.780 -5.667 -1.237
H: -1.475 -3.215 -1.550
H: 2.668 -3.606 -0.590

Charge: 0
Energy: -4182.0810 a.u.
Energy relative to the best compared isomer or geometry (same formula, charge and spin): 0.139 eV
Maximum force: 0.3 eV Å⁻¹
⟨S²⟩: 8.773
Multiplicity: 6
Lowest unoccupied orbital energy (alpha / beta): -0.8 / -1.9 eV